[1]
C32H30FeO18V | ωB97M-V/def2-TZVPD

Structure (XYZ):
```
82
Properties=species:S:1:pos:R:3:forces:R:3
O 0.702 3.111 3.100 1.65 -0.85 -1.56
V 1.820 2.568 2.053 -1.10 2.01 0.68
O 3.209 2.436 2.768 -0.35 0.19 0.20
Fe 3.218 1.956 -1.536 -1.50 1.23 1.02
C 1.450 0.782 -0.084 0.08 8.49 -3.90
O 1.423 0.841 -1.429 -0.87 -3.01 0.78
O 0.457 1.245 0.618 -0.79 -2.98 0.84
O 2.518 1.419 0.264 2.54 -2.47 2.73
C 2.424 4.673 -0.250 -0.67 1.14 0.05
O 1.894 4.368 0.908 0.29 -2.50 0.31
O 2.846 3.727 -1.095 0.62 -1.44 -0.51
O 2.433 5.829 -0.639 0.09 0.10 -0.13
C 1.907 -2.031 6.168 1.07 0.05 -0.23
C 1.593 -1.533 4.909 -1.22 -0.28 0.38
C 1.570 -0.169 4.671 1.19 0.17 -0.22
C 2.153 0.682 5.600 -0.59 0.28 0.40
C 2.497 0.189 6.846 0.70 -0.44 0.30
C 2.401 -1.170 7.136 -0.28 0.25 -0.29
O 2.777 -1.703 8.336 0.01 -0.41 0.21
O 1.182 0.347 3.464 0.02 -0.04 -0.54
H 2.022 -3.097 6.320 -0.40 -0.01 0.12
H 1.194 -2.228 4.175 0.17 0.11 -0.16
H 2.277 1.739 5.404 -0.08 -0.04 -0.24
H 2.996 0.810 7.584 -0.23 0.24 -0.09
H 3.373 -1.129 8.825 -0.08 0.24 -0.15
H 0.893 -0.387 2.894 -0.21 0.01 0.13
C -0.041 0.725 -4.224 0.88 -0.45 -0.23
C 0.091 1.154 -5.550 -0.33 -0.29 0.97
C -1.077 1.355 -6.251 -0.91 0.66 -0.11
C -2.318 1.038 -5.680 0.08 -0.47 -0.22
C -2.412 0.502 -4.415 0.61 0.29 0.86
C -1.238 0.366 -3.661 -0.84 0.45 -0.10
O -1.341 -0.026 -2.353 0.07 0.15 0.05
O -1.052 1.989 -7.463 0.77 -0.16 -0.54
H 0.831 0.635 -3.590 0.16 -0.04 -0.16
H 1.092 1.309 -5.921 -0.15 0.36 -0.37
H -3.217 1.138 -6.278 0.02 0.21 -0.02
H -3.340 0.325 -3.886 -0.17 -0.20 -0.38
H -0.504 0.209 -1.917 0.12 -0.20 -0.05
H -1.876 2.438 -7.660 -0.18 -0.19 0.18
C -0.824 3.784 -0.720 0.46 -1.05 -0.40
C -0.756 4.747 -1.669 -0.54 0.60 0.42
C -1.887 4.939 -2.502 0.03 -0.34 0.33
C -3.042 4.122 -2.369 0.09 0.00 0.39
C -3.115 3.192 -1.377 -0.20 -0.83 -0.81
C -1.974 2.918 -0.584 0.79 1.57 -0.13
O -1.929 1.980 0.291 -0.99 -0.75 -0.40
O -1.924 5.837 -3.465 -0.46 0.63 -0.26
H 0.064 3.527 -0.146 -0.25 0.44 0.23
H 0.086 5.432 -1.680 0.19 -0.15 -0.27
H -3.878 4.273 -3.036 0.08 0.05 -0.12
H -3.933 2.481 -1.394 -0.12 0.20 0.45
H -0.987 1.651 0.373 0.46 -0.05 0.61
H -1.409 6.632 -3.272 0.43 -0.24 -0.07
C 2.431 -4.098 -0.248 -0.37 0.75 1.18
C 1.260 -4.812 -0.470 0.71 -0.29 -0.60
C 0.318 -4.352 -1.380 0.09 -0.26 0.37
C 0.509 -3.118 -1.981 -0.33 -0.04 -0.13
C 1.644 -2.379 -1.709 0.34 -0.05 -0.09
C 2.588 -2.833 -0.790 -0.28 0.12 -1.02
O 3.625 -2.047 -0.374 0.63 -0.21 1.15
O -0.803 -5.083 -1.672 -0.04 0.21 -0.20
H 3.083 -4.393 0.567 0.25 -0.19 -0.32
H 1.189 -5.787 -0.001 -0.34 0.04 0.01
H -0.255 -2.720 -2.638 0.08 -0.11 -0.14
H 1.839 -1.471 -2.267 -0.21 0.17 0.25
H 4.067 -1.456 -0.984 -0.48 -0.25 -0.61
H -0.617 -6.012 -1.510 -0.08 -0.01 0.11
C -3.503 -2.609 0.955 0.38 0.37 1.23
C -2.495 -1.693 1.216 0.09 0.09 -0.44
C -1.207 -2.124 1.525 -0.52 0.42 -0.85
C -0.957 -3.472 1.620 -0.11 -0.54 1.02
C -2.015 -4.384 1.606 0.52 0.06 -1.21
C -3.266 -3.957 1.217 -0.96 0.31 -0.04
O -4.289 -4.874 1.088 0.28 -0.31 0.07
O -0.166 -1.247 1.647 0.87 -0.17 0.39
H -4.488 -2.187 0.794 -0.12 -0.42 -0.35
H -2.720 -0.638 1.102 0.18 0.01 0.07
H 0.045 -3.823 1.835 0.03 0.10 -0.08
H -1.821 -5.448 1.642 -0.05 0.00 0.36
H -5.100 -4.508 1.450 -0.01 0.10 -0.09
H -0.214 -0.419 1.149 -0.67 -0.09 -0.02
```
Forces are in eV/Å.

- LUMO energy (spin up / spin down): -1.84 / -3.64 eV
- Highest occupied orbital energy (spin up / spin down): -7.7 / -7.7 eV
- Multiplicity: 6
- Orbital gap (spin up / spin down): 0.214 / 0.148 Eh
- Electronic energy: -4799.3866 Ha
- ⟨S²⟩: 8.776

---

[2]
C28H73MnO30S9 | ωB97M-V/def2-TZVPD

Structure (XYZ):
```
141
Properties=species:S:1:pos:R:3:forces:R:3
Mn 0.572 2.438 1.581 -0.89 -1.49 0.07
O 0.228 -0.850 -0.569 -0.36 0.46 0.40
C 0.246 0.260 0.195 0.05 0.27 0.14
O -0.529 1.193 -0.099 0.06 0.29 0.03
O 1.047 0.347 1.172 0.25 -0.15 -0.09
H -0.522 -0.640 -1.159 0.23 -0.57 -0.47
O -1.435 -1.589 -2.943 0.31 0.70 0.28
S -2.557 -1.435 -3.829 0.57 -1.78 -0.51
O -3.760 -0.854 -3.360 -0.67 0.59 0.25
O -2.062 -0.725 -5.134 -0.07 0.12 -0.05
C -3.029 0.074 -5.871 0.03 0.54 -0.50
C -2.398 0.377 -7.218 0.50 0.15 0.57
C -2.802 -3.071 -4.446 0.00 0.19 -0.33
H -3.188 0.981 -5.293 -0.12 -0.02 -0.01
H -3.980 -0.446 -5.991 0.13 -0.25 0.20
H -3.126 0.796 -7.907 -0.06 -0.13 -0.06
H -1.926 -0.521 -7.616 -0.26 -0.05 -0.22
H -1.599 1.110 -7.078 -0.04 0.01 -0.07
H -3.710 -3.144 -5.038 -0.19 0.02 0.26
H -2.782 -3.722 -3.577 -0.24 -0.14 -0.08
H -1.961 -3.261 -5.111 0.18 -0.12 0.23
O -0.748 3.792 0.526 1.16 0.23 0.41
S -1.792 4.591 -0.048 -0.48 -0.05 -0.53
O -2.749 5.197 0.811 -0.26 0.03 0.53
O -1.043 5.692 -0.855 0.34 0.20 -0.08
C -1.798 6.865 -1.287 -0.56 0.18 -0.13
C -1.410 7.195 -2.706 -0.05 0.31 -0.02
C -2.585 3.621 -1.274 0.46 -0.44 0.25
H -1.607 7.659 -0.568 0.21 0.02 -0.07
H -2.869 6.665 -1.230 0.08 -0.24 0.05
H -1.404 6.294 -3.317 0.16 -0.01 0.00
H -0.457 7.719 -2.755 0.13 -0.25 -0.08
H -2.155 7.863 -3.143 -0.03 0.03 0.12
H -3.509 4.108 -1.564 -0.01 0.00 -0.16
H -2.754 2.644 -0.819 -0.23 0.08 0.09
H -1.866 3.452 -2.075 -0.14 0.12 -0.16
O -1.599 2.175 2.456 0.52 -0.05 -0.07
S -2.963 1.938 2.793 -0.57 0.40 -0.04
O -3.960 1.977 1.775 -0.01 -0.15 -0.11
O -2.981 0.544 3.514 -0.07 -0.36 0.08
C -4.289 -0.007 3.862 -0.83 -0.17 -0.26
C -4.188 -0.720 5.184 -0.09 0.29 -0.01
C -3.383 3.051 4.079 0.39 0.18 0.12
H -4.642 -0.667 3.072 0.46 -0.21 -0.21
H -5.055 0.774 3.863 0.30 0.20 0.26
H -3.882 -0.012 5.957 -0.11 -0.38 -0.32
H -3.504 -1.565 5.121 0.10 0.05 0.11
H -5.167 -1.104 5.468 -0.05 -0.05 -0.10
H -4.300 2.738 4.570 -0.08 0.09 -0.05
H -3.475 4.035 3.623 -0.17 -0.01 -0.04
H -2.537 3.050 4.765 -0.12 -0.04 0.07
O 4.718 2.967 3.458 0.09 0.30 0.16
S 3.944 2.017 2.743 0.60 -0.33 0.65
O 2.558 2.319 2.512 -0.68 0.60 -0.77
O 4.572 1.748 1.341 -0.30 0.02 0.32
C 6.012 1.706 1.249 1.57 0.84 -1.39
C 6.334 2.223 -0.155 -0.10 -0.19 -0.23
C 4.034 0.452 3.529 -0.27 0.09 -0.38
H 6.415 0.711 1.414 -0.46 -0.20 0.06
H 6.537 2.398 1.907 -0.75 -0.01 0.57
H 5.686 3.067 -0.393 -0.03 0.01 0.11
H 6.196 1.469 -0.931 0.02 -0.04 0.06
H 7.355 2.596 -0.220 0.07 -0.19 0.11
H 3.537 -0.249 2.860 -0.08 -0.09 0.12
H 3.517 0.557 4.480 0.11 -0.09 0.10
H 5.082 0.183 3.620 0.03 0.00 0.17
O -4.127 -3.555 -1.368 -0.26 -0.56 -0.83
S -3.856 -2.922 -0.137 0.55 1.30 1.08
O -4.716 -3.015 1.002 -0.50 -0.31 0.01
O -2.430 -3.437 0.319 0.31 -0.31 -0.07
C -2.065 -3.350 1.718 -0.43 0.22 -0.03
C -0.635 -3.804 1.774 0.01 0.02 0.00
C -3.511 -1.201 -0.360 0.29 -0.71 0.01
H -2.771 -3.942 2.299 0.15 -0.19 -0.04
H -2.178 -2.312 2.053 0.11 -0.03 -0.06
H -0.535 -4.776 1.292 -0.02 -0.01 -0.01
H -0.282 -3.906 2.800 0.00 0.13 0.01
H -0.034 -3.072 1.232 0.18 -0.10 0.08
H -3.230 -0.871 0.634 -0.30 0.47 0.10
H -4.397 -0.751 -0.794 0.04 0.29 0.17
H -2.647 -1.107 -1.008 -0.17 0.03 -0.22
O -1.272 1.444 -3.628 -0.49 0.22 0.31
S 0.029 1.684 -4.150 0.65 0.01 0.20
O 0.182 2.352 -5.403 0.04 -0.04 -0.35
O 0.768 2.538 -3.035 -0.11 0.14 0.35
C 1.973 3.282 -3.362 -0.08 -0.20 0.08
C 1.625 4.681 -3.796 -0.40 -0.21 -0.01
C 0.968 0.199 -4.087 0.23 0.23 0.35
H 2.549 2.726 -4.102 0.00 0.07 -0.06
H 2.522 3.311 -2.422 0.13 -0.17 -0.05
H 1.197 5.201 -2.938 0.15 0.25 -0.07
H 0.861 4.637 -4.570 0.14 0.07 -0.15
H 2.508 5.185 -4.182 -0.01 0.17 0.10
H 2.023 0.452 -4.183 -0.03 -0.03 -0.39
H 0.620 -0.490 -4.849 0.04 -0.05 0.00
H 0.849 -0.202 -3.084 -0.24 -0.18 -0.11
O 5.453 -1.489 1.294 0.01 0.09 0.41
S 4.915 -1.758 -0.004 -1.25 0.48 -1.12
O 5.768 -2.018 -1.102 0.57 -0.15 -0.28
O 3.888 -2.970 0.063 0.00 -0.36 0.45
C 3.373 -3.325 1.365 0.94 -0.33 0.54
C 2.703 -4.674 1.315 -0.28 0.45 0.01
C 3.706 -0.554 -0.488 0.33 0.55 0.08
H 2.729 -2.543 1.777 -0.13 0.08 -0.29
H 4.243 -3.415 2.017 -0.08 0.15 0.10
H 2.624 -5.021 2.346 -0.02 -0.19 -0.06
H 3.297 -5.372 0.729 -0.04 -0.07 0.01
H 1.694 -4.579 0.923 0.06 -0.26 -0.17
H 3.185 -0.976 -1.345 -0.25 -0.22 0.24
H 4.115 0.403 -0.808 0.50 -0.18 0.12
H 3.093 -0.344 0.387 -0.39 -0.24 -0.23
O 2.237 -2.420 -3.059 0.29 0.78 0.11
S 1.439 -3.571 -3.277 0.09 -1.19 0.31
O 0.613 -3.705 -4.431 -0.27 0.28 -0.42
O 2.468 -4.782 -3.256 -0.05 0.34 -0.04
C 1.997 -6.055 -3.726 0.44 -0.92 -0.14
C 2.853 -7.123 -3.059 -0.29 -0.01 0.13
C 0.478 -3.945 -1.844 0.16 -0.16 -0.24
H 2.110 -6.122 -4.807 -0.09 0.30 -0.01
H 0.948 -6.204 -3.473 -0.04 0.10 -0.04
H 3.914 -6.900 -3.138 -0.01 0.16 0.02
H 2.695 -8.097 -3.524 -0.14 0.07 -0.06
H 2.567 -7.210 -2.009 0.22 0.00 0.04
H -0.222 -4.720 -2.146 -0.26 0.15 0.11
H -0.007 -3.029 -1.526 -0.16 -0.11 0.07
H 1.150 -4.354 -1.096 0.06 0.25 0.09
O 0.472 1.388 3.861 0.00 0.63 -1.21
S 0.374 0.894 5.177 -0.37 -0.51 0.98
O 1.490 1.011 6.050 0.44 -0.09 0.29
O -0.869 1.602 5.830 -0.10 0.07 0.02
C -1.019 1.511 7.290 -0.25 0.20 -0.20
C -2.496 1.390 7.564 0.02 -0.31 -0.32
C -0.153 -0.782 5.104 0.30 0.10 -0.03
H -0.609 2.436 7.687 0.21 -0.14 0.15
H -0.471 0.641 7.641 0.14 0.13 0.17
H -3.032 2.205 7.078 -0.06 0.08 0.18
H -2.704 1.383 8.631 0.04 0.11 0.06
H -2.861 0.454 7.135 0.21 0.23 0.41
H -1.042 -0.842 4.482 0.00 0.01 -0.01
H -0.329 -1.123 6.121 -0.05 -0.12 -0.01
H 0.684 -1.321 4.663 -0.10 -0.13 0.00
```
Forces are in eV/Å.

- Net charge: +1
- LUMO energy (spin up / spin down): -1.94 / -2.40 eV
- Highest occupied orbital energy (spin up / spin down): -12.1 / -12.5 eV
- Multiplicity: 6
- Orbital gap (spin up / spin down): 0.374 / 0.370 Eh
- Electronic energy: -8102.3849 Ha
- ⟨S²⟩: 8.752

---

[3]
C27H36FeNP3 | ωB97M-V/def2-TZVPD

Structure (XYZ):
```
68
Properties=species:S:1:pos:R:3:forces:R:3
C -1.445 3.278 -3.708 0.43 1.86 -0.47
C -1.209 1.940 -3.443 1.28 -1.39 -0.23
C 0.071 1.385 -3.768 -0.06 1.08 0.15
C 1.136 2.234 -4.233 -1.85 1.38 0.18
C 0.841 3.609 -4.457 1.36 -1.53 -0.02
C -0.426 4.115 -4.213 -1.89 -0.23 0.56
C 2.401 1.658 -4.384 0.95 0.83 -0.60
C 2.625 0.308 -4.102 0.76 -2.18 0.36
C 1.500 -0.478 -3.670 1.36 -0.38 0.18
C 1.681 -1.839 -3.280 -1.01 1.49 -0.41
C 2.930 -2.415 -3.391 1.84 -0.04 -0.26
C 4.038 -1.667 -3.846 -0.61 -1.43 0.51
C 3.893 -0.334 -4.191 -1.07 1.46 -0.19
H -2.438 3.691 -3.514 0.35 -0.06 -0.08
H 1.647 4.247 -4.821 -0.26 -0.07 0.08
H -0.651 5.170 -4.402 0.13 -0.49 0.07
H 3.227 2.281 -4.710 -0.02 -0.04 0.03
H 3.062 -3.463 -3.114 0.03 0.28 -0.13
H 5.012 -2.157 -3.925 -0.37 0.21 0.02
H 4.740 0.261 -4.538 -0.15 -0.24 0.11
N 0.283 0.078 -3.549 -1.18 -0.62 0.42
Fe -0.286 -0.364 -0.300 0.98 3.15 0.52
C -2.219 1.047 -2.797 0.26 -0.51 0.39
H -2.090 0.013 -3.160 -0.29 0.46 -0.15
H -3.247 1.415 -2.927 0.29 -0.17 -0.02
C 0.492 -2.584 -2.765 -0.38 -0.10 0.10
H -0.424 -2.230 -3.265 0.30 -0.28 -0.06
H 0.605 -3.669 -2.850 -0.03 0.08 -0.32
P -1.951 0.853 -0.949 -2.72 0.72 -0.76
P 0.153 -2.279 -0.993 0.65 -1.83 -0.82
C 1.465 -3.254 -0.208 -0.05 -0.30 0.10
H 1.361 -3.309 0.883 0.13 -0.10 -0.48
H 1.379 -4.251 -0.645 0.29 -0.14 0.22
H 2.439 -2.823 -0.440 -0.08 -0.12 -0.13
C -1.367 -3.254 -0.724 0.26 -0.39 -0.17
H -1.103 -4.268 -1.047 -0.46 -0.05 0.12
H -1.678 -3.254 0.327 0.09 -0.03 -0.35
H -2.173 -2.854 -1.349 0.18 -0.17 0.12
C -2.370 2.551 -0.410 0.30 -0.19 0.21
H -3.322 2.849 -0.880 0.38 -0.05 0.24
H -2.454 2.566 0.686 -0.02 0.14 -0.32
H -1.560 3.223 -0.723 -0.25 -0.05 0.12
C -3.504 -0.040 -0.536 -0.12 0.46 -0.17
H -3.576 -0.138 0.557 -0.11 -0.01 -0.32
H -4.339 0.559 -0.929 -0.05 -0.42 0.26
H -3.493 -1.037 -0.996 -0.09 0.30 0.15
H 0.828 0.680 -0.750 0.19 0.20 0.28
H -0.007 1.041 0.266 0.61 -0.08 -0.71
C 2.610 -0.503 1.459 -0.26 -1.10 0.23
P 0.758 -0.659 1.647 -0.50 0.71 1.79
C -0.325 -2.032 2.390 1.56 -0.58 0.50
C 0.633 0.393 3.159 -0.48 0.11 -0.24
C 1.614 0.569 4.161 -0.82 0.45 -0.47
C 1.391 1.556 5.132 0.31 -0.33 -0.01
C 0.228 2.320 5.152 0.12 0.00 -0.27
C -0.756 2.062 4.209 -0.48 -0.09 -0.32
C -0.592 1.068 3.246 0.65 0.43 0.48
H 2.985 -1.054 0.604 0.01 -0.06 -0.06
H 3.092 -0.871 2.369 0.15 0.13 -0.26
H 2.849 0.562 1.299 -0.53 -0.39 0.21
H -0.061 -2.109 3.446 -0.22 -0.16 -0.01
H -1.385 -1.739 2.309 0.59 0.14 -0.19
H -0.144 -3.006 1.929 -0.40 0.19 0.12
H 2.525 -0.033 4.178 -0.24 0.39 -0.02
H 2.167 1.754 5.862 -0.08 -0.10 0.03
H 0.099 3.131 5.872 0.09 -0.33 -0.21
H -1.654 2.668 4.156 -0.02 -0.08 0.29
H -1.393 0.835 2.538 0.28 0.29 0.08
```
Forces are in eV/Å.

- Net charge: +1
- LUMO energy (spin up / spin down): -1.89 / -5.43 eV
- Highest occupied orbital energy (spin up / spin down): -8.1 / -10.9 eV
- Multiplicity: 6
- Orbital gap (spin up / spin down): 0.228 / 0.202 Eh
- Electronic energy: -3392.5993 Ha
- ⟨S²⟩: 8.830

---

[4]
C6H10O | ωB97M-V/def2-TZVPD

Structure (XYZ):
```
17
Properties=species:S:1:pos:R:3:forces:R:3
C 1.338 1.610 2.399 -0.88 -1.11 0.13
C 1.325 0.731 1.219 0.12 0.04 0.13
C 0.177 0.207 0.660 0.43 -0.12 0.12
C 0.191 -0.346 -0.629 -0.05 0.15 1.50
C -1.026 -0.746 -1.187 -0.11 -1.45 -0.24
O -2.036 -1.090 -0.380 0.32 -0.02 -0.57
C -1.262 -1.054 -2.614 0.90 1.17 -0.11
H 0.326 1.886 2.689 0.07 0.31 -0.04
H 1.751 1.059 3.245 0.32 -0.01 0.11
H 1.972 2.444 2.201 0.43 0.79 0.05
H 2.294 0.517 0.781 -0.05 0.01 -0.29
H -0.727 0.301 1.246 -0.28 0.21 -0.27
H 1.188 -0.438 -1.038 -0.36 0.11 -0.94
H -1.697 -1.677 0.312 -0.19 0.43 0.47
H -0.583 -0.449 -3.217 -0.17 0.01 -0.13
H -2.289 -0.868 -2.908 -0.14 -0.27 0.03
H -0.942 -2.085 -2.780 -0.36 -0.24 0.06
```
Forces are in eV/Å.

- Net charge: +1
- LUMO energy (spin up / spin down): -4.68 / -6.91 eV
- Highest occupied orbital energy (spin up / spin down): -13.5 / -15.8 eV
- Multiplicity: 2
- Orbital gap (spin up / spin down): 0.323 / 0.326 Eh
- Electronic energy: -309.5306 Ha
- ⟨S²⟩: 0.773